Record 1
11
Properties=species:S:1:pos:R:3 method="wB97M-V/def2-TZVPD" gap_ev=9.36 smiles=Nc1c[nH]cn1 charge=0 lumo_ev=0.980 de_lowest_kcal_mol=7.1 fmax_ha_per_bohr=0.0141 e_tot_ha=-281.57868 multiplicity=1
N -0.1287 -1.6166 1.2413
C 0.1356 -0.5719 0.3290
C -0.5266 -0.3500 -0.8391
N -0.2202 0.9485 -1.1923
C 0.6779 1.3996 -0.2488
N 0.9286 0.4962 0.6601
H 0.6679 -1.7159 1.8595
H -0.9085 -1.3075 1.8170
H -1.1711 -1.0013 -1.4124
H -0.4314 1.2925 -2.1195
H 0.9766 2.4265 -0.0949


Record 2
11
Properties=species:S:1:pos:R:3 method="wB97M-V/def2-TZVPD" gap_ev=10.98 smiles=Cc1cn[nH]n1 charge=0 lumo_ev=1.142 de_lowest_kcal_mol=20.2 fmax_ha_per_bohr=0.0113 e_tot_ha=-281.55790 multiplicity=1
C 0.3251 0.7751 1.4496
C 0.0014 0.1059 0.1492
N -1.2061 -0.3863 -0.0623
N -1.1560 -0.8692 -1.2955
N 0.0347 -0.7960 -1.8984
C 0.7794 -0.1502 -1.0121
H 1.3011 0.4614 1.8292
H 0.3333 1.8639 1.3425
H -0.4289 0.5239 2.2033
H -1.8086 -1.6103 -1.5073
H 1.8246 0.0817 -1.1980


Record 3
11
Properties=species:S:1:pos:R:3 method="wB97M-V/def2-TZVPD" gap_ev="8.26 / 8.54" charge=0 lumo_ev="-1.363 / -1.179" de_lowest_kcal_mol=102.6 fmax_ha_per_bohr=0.0200 e_tot_ha=-281.42647 multiplicity=1
C -1.2849 -0.5137 0.9018
N 1.5524 1.3633 -0.4186
C 0.7237 0.3623 -0.7110
C 0.0263 0.1560 0.6885
N 0.8963 0.6161 1.4255
N 0.7449 -0.5278 -1.6183
H 2.3294 1.3921 -1.0902
H -0.1605 -0.7991 -1.9975
H -2.0783 0.0898 0.4560
H -1.4836 -0.6545 1.9627
H -1.2658 -1.4845 0.4011


Record 4
11
Properties=species:S:1:pos:R:3 method="wB97M-V/def2-TZVPD" gap_ev=11.13 smiles=Cc1cn[nH]n1 charge=0 lumo_ev=1.092 de_lowest_kcal_mol=27.5 fmax_ha_per_bohr=0.0261 e_tot_ha=-281.54623 multiplicity=1
C -1.6421 -0.3275 0.0697
C -0.1606 -0.1619 -0.0014
N 0.7202 -1.1233 0.1890
N 1.9114 -0.5331 -0.0789
N 1.8273 0.7780 -0.3340
C 0.5508 1.0324 -0.2922
H -2.1176 0.6046 0.3936
H -2.0435 -0.5773 -0.9170
H -1.9148 -1.1220 0.7653
H 2.6606 -0.6171 0.5851
H 0.2083 2.0472 -0.3793